(1)
Below is 4 unconnected molecules or ions with the total composition C2H13NO4 at a distorted geometry, with properties calculated with ωB97M-V/def2-TZVPD.

Each line ends with the natural charge from an NBO analysis.
Positions of all 20 atoms, in Å:
N1 1.0406 1.0437 0.2016  -0.88
C1 2.2807 0.4025 -0.2692  -0.26
C2 2.0614 -1.0861 -0.5029  -0.06
O1 1.2941 -1.3771 -1.6608  -0.72
H1 0.5717 1.4876 -0.5559  0.38
H2 1.1864 1.6733 0.9664  0.38
H3 3.1559 0.4771 0.3639  0.20
H4 2.4764 0.8191 -1.2557  0.19
H5 1.5210 -1.4994 0.3661  0.14
H6 2.9899 -1.6343 -0.6626  0.18
H7 0.4841 -0.8387 -1.6099  0.48
O2 -2.9198 1.2350 1.2248  -0.98
H8 -3.6158 1.3061 1.8797  0.47
H9 -2.2535 0.7156 1.7148  0.50
O3 -0.7527 -0.6274 1.8676  -0.99
H10 -0.7542 -1.4554 1.3686  0.48
H11 -0.0026 -0.1690 1.4303  0.49
O4 -1.9339 0.1513 -1.3803  -0.98
H12 -2.0326 0.3068 -0.4050  0.50
H13 -2.5614 0.7552 -1.7820  0.47

Calculated values
- HOMO-LUMO gap (eV) = 10.52
- highest occupied orbital energy (eV) = -9.811
- total charge = 0
- energy relative to the best compared isomer or geometry (same formula, charge and spin) (kJ/mol) = 46.1
- SMILES string = NCCO.O.O.O


(2)
Below is 2 unconnected molecules or ions with the total composition C12H24N2O6S at a distorted geometry, with properties calculated with ωB97M-V/def2-TZVPD.

Each line ends with the natural charge from an NBO analysis.
Positions of all 45 atoms, in Å:
C1 -0.4385 4.0580 -0.9668  -0.61
C2 0.3494 2.9552 -1.6844  -0.43
C3 -0.4421 2.2139 -2.7930  0.25
C4 -1.6638 1.4671 -2.2430  -0.62
O1 -0.9454 3.1670 -3.7251  -0.73
C5 0.4870 1.2801 -3.6135  -0.02
O2 1.3368 2.1017 -4.4561  -0.74
C6 1.3428 0.3245 -2.7461  0.78
O3 2.5564 0.4082 -2.8669  -0.61
O4 0.7356 -0.5772 -1.9340  -0.70
H1 -1.2862 3.6417 -0.4164  0.20
H2 -0.8134 4.7957 -1.6824  0.22
H3 0.2108 4.5722 -0.2522  0.21
H4 1.2423 3.4079 -2.1268  0.22
H5 0.6863 2.2361 -0.9318  0.20
H6 -2.3723 2.1637 -1.7873  0.23
H7 -2.1819 0.9451 -3.0528  0.22
H8 -1.3719 0.7289 -1.4959  0.20
H9 -0.2083 3.3878 -4.3298  0.49
H10 -0.1350 0.6529 -4.2594  0.20
H11 2.2469 1.7353 -4.4121  0.51
H12 1.4402 -1.1122 -1.5116  0.54
C7 2.6025 -3.9501 2.2443  -0.41
N1 1.4422 -3.0612 2.2393  -0.60
C8 1.0510 -2.3280 1.1922  0.67
O5 1.6599 -2.3600 0.1278  -0.68
C9 -0.2074 -1.4354 1.2881  -0.14
C10 0.1668 0.0391 1.5159  -0.53
S1 -1.3021 1.1118 1.4625  -0.03
N2 -1.2503 -1.8373 2.2518  -0.60
C11 -1.1431 -1.9666 3.5749  0.69
C12 -2.4071 -2.3418 4.3114  -0.71
O6 -0.0997 -1.8118 4.1941  -0.66
H13 2.5636 -4.6117 3.1110  0.21
H14 2.6148 -4.5525 1.3332  0.22
H15 3.5172 -3.3554 2.2845  0.20
H16 0.9531 -2.9069 3.1148  0.43
H17 -0.6589 -1.4902 0.2968  0.24
H18 0.6394 0.1352 2.4961  0.25
H19 0.8846 0.3580 0.7582  0.24
H20 -1.5095 1.0658 0.1444  0.12
H21 -2.1737 -1.9663 1.8730  0.41
H22 -2.1827 -2.4420 5.3726  0.25
H23 -2.7863 -3.2873 3.9284  0.23
H24 -3.1500 -1.5586 4.1721  0.23

Calculated values
- HOMO-LUMO gap (eV) = 9.93
- highest occupied orbital energy (eV) = -9.492
- total charge = 0
- energy relative to the best compared isomer or geometry (same formula, charge and spin) (kJ/mol) = 0.0
- SMILES string = CC[C@@](C)(O)[C@@H](O)C(=O)O.CNC(=O)[C@H](CS)NC(C)=O


(3)
Below is a single C2H6Cl2NO2P molecule at a distorted geometry, with properties calculated with ωB97M-V/def2-TZVPD.

Each line ends with the natural charge from an NBO analysis.
Positions of all 14 atoms, in Å:
C1 0.9397 0.0618 1.8036  -0.41
C2 -1.0137 -0.5949 -1.6937  -0.98
N1 0.4009 -0.3328 0.5515  -0.96
O1 -3.5638 -2.0546 -0.0790  -0.80
O2 -1.4258 1.5164 0.0924  -0.83
P1 -0.9939 0.0058 0.0160  1.90
Cl1 -2.8639 -0.9635 0.8617  0.41
Cl2 -2.9690 2.3701 -0.3791  0.28
H1 0.3222 0.6665 2.4036  0.18
H2 1.9331 0.5460 1.5008  0.20
H3 1.1557 -0.7651 2.3529  0.20
H4 -1.9620 -1.1240 -1.9987  0.29
H5 -0.8508 0.2245 -2.2703  0.24
H6 -0.1468 -1.2249 -1.5865  0.27

Calculated values
- HOMO-LUMO gap (eV) = 6.59
- highest occupied orbital energy (eV) = -9.025
- total charge = 0
- energy relative to the best compared isomer or geometry (same formula, charge and spin) (kJ/mol) = 534.5


(4)
Below is 2 unconnected molecules or ions with the total composition C7H16O2 at a distorted geometry, with properties calculated with ωB97M-V/def2-TZVPD.

Each line ends with the natural charge from an NBO analysis.
Positions of all 25 atoms, in Å:
C1 0.9860 -1.8632 -0.3577  -0.74
C2 1.8681 -0.7295 0.0739  0.77
O1 2.0590 -0.4747 1.2892  -0.62
O2 2.7135 -0.0548 -0.8270  -0.69
H1 0.7404 -2.5454 0.4534  0.26
H2 0.1582 -1.4098 -1.1136  0.26
H3 1.5462 -2.5462 -1.1360  0.25
H4 3.2334 0.4868 -0.0293  0.51
C3 0.3093 2.3562 0.3095  -0.60
C4 -0.5201 1.6249 -0.6114  -0.40
C5 -1.5804 0.7516 0.3228  -0.39
C6 -2.4335 -0.2253 -0.5818  -0.40
C7 -3.1074 -1.3316 0.3735  -0.62
H5 -0.3813 2.4574 1.4337  0.18
H6 1.0195 1.5491 0.6248  0.22
H7 0.7412 3.1886 -0.1228  0.21
H8 -0.0844 0.7202 -1.2368  0.18
H9 -1.0369 2.1990 -1.3532  0.20
H10 -0.9040 0.0810 1.0008  0.19
H11 -1.9442 1.4565 1.0610  0.21
H12 -1.7146 -0.4431 -1.3093  0.19
H13 -3.2326 0.2777 -1.0935  0.20
H14 -3.4029 -0.7080 1.2033  0.22
H15 -3.8159 -2.1261 -0.1192  0.22
H16 -2.2339 -1.9000 0.8664  0.20

Calculated values
- HOMO-LUMO gap (eV) = 10.89
- highest occupied orbital energy (eV) = -10.150
- total charge = 0
- energy relative to the best compared isomer or geometry (same formula, charge and spin) (kJ/mol) = 370.2
- SMILES string = CC(=O)O.CCCCC


(5)
Below is a gas-phase ion, C21H41N4O3 (charge +1) at a distorted geometry, with properties calculated with ωB97M-V/def2-TZVPD.

Each line ends with the natural charge from an NBO analysis.
Positions of all 69 atoms, in Å:
C1 3.3121 -2.3835 0.8170  -0.62
C2 4.7114 -2.8677 1.5044  -0.41
C3 5.3272 -1.5657 2.2224  -0.41
C4 6.7419 -1.0805 1.6347  -0.41
C5 6.8082 -0.9596 0.0373  -0.42
C6 6.8345 0.5496 -0.5174  -0.40
C7 5.4056 1.3000 -0.4355  -0.43
C8 4.7143 1.5625 -1.8637  -0.42
C9 3.1820 1.0900 -1.7673  -0.39
C10 2.1600 2.2766 -1.3451  -0.42
C11 0.8083 1.5961 -0.7343  -0.24
N1 -0.3089 1.7700 -1.6990  -0.57
C12 -1.5077 1.1794 -1.7018  0.59
N2 -2.4134 1.4876 -2.7887  -0.45
C13 -3.5458 0.6529 -2.4454  0.25
N3 -3.2568 -0.0354 -1.2000  -0.19
C14 -4.3078 -0.9274 -0.6250  -0.25
C15 -3.9509 -2.4501 -0.9873  -0.09
O1 -5.0586 -3.2817 -0.5616  -0.53
C16 -5.8123 -3.7935 -1.6634  0.78
O2 -6.0736 -5.0173 -1.6428  -0.52
C17 -6.3280 -2.8658 -2.8870  -0.51
C18 -7.9278 -2.9633 -3.0135  -0.62
N4 -1.9945 0.2581 -0.7228  -0.21
C19 -1.4726 -0.3131 0.5407  -0.25
C20 -2.0670 0.5338 1.7926  -0.44
C21 -2.4474 -0.5621 2.9288  -0.07
O3 -3.3294 0.0144 3.9503  -0.71
H1 3.6168 -1.5900 0.0465  0.19
H2 2.6617 -1.9194 1.6422  0.20
H3 2.7707 -3.2345 0.2797  0.21
H4 5.3794 -3.2962 0.6731  0.21
H5 4.5020 -3.7250 2.2337  0.21
H6 4.6153 -0.6727 2.2068  0.19
H7 5.4725 -1.8460 3.3322  0.22
H8 6.9856 -0.0792 2.1492  0.21
H9 7.5316 -1.8207 2.0413  0.22
H10 7.8090 -1.4387 -0.2831  0.22
H11 5.9805 -1.5168 -0.5148  0.20
H12 7.1547 0.4906 -1.6220  0.21
H13 7.6309 1.1171 0.0871  0.21
H14 4.7620 0.6849 0.2887  0.20
H15 5.6052 2.3325 0.0310  0.21
H16 5.2264 0.8501 -2.6156  0.21
H17 4.8546 2.6149 -2.2750  0.22
H18 2.8872 0.7176 -2.8219  0.21
H19 3.1469 0.1987 -1.0552  0.20
H20 1.9567 2.8621 -2.3084  0.21
H21 2.6029 2.9992 -0.5814  0.23
H22 0.5786 1.9977 0.3165  0.22
H23 1.0470 0.4655 -0.7056  0.21
H24 -0.1372 2.4376 -2.4747  0.44
H25 -4.5325 0.4976 -2.9946  0.26
H26 -4.3295 -0.7512 0.5029  0.24
H27 -5.3240 -0.5904 -1.0533  0.25
H28 -3.7446 -2.4891 -2.1190  0.20
H29 -3.0152 -2.8499 -0.4713  0.21
H30 -5.8175 -3.3063 -3.8254  0.25
H31 -5.9260 -1.7996 -2.7834  0.19
H32 -8.4061 -2.1049 -2.4324  0.22
H33 -8.1777 -2.8492 -4.1286  0.23
H34 -8.2739 -3.9907 -2.6644  0.25
H35 -1.9298 -1.3685 0.6536  0.23
H36 -0.3470 -0.4576 0.5878  0.27
H37 -1.3561 1.3334 2.1802  0.24
H38 -3.0733 1.0238 1.5055  0.23
H39 -3.0553 -1.4346 2.4717  0.16
H40 -1.4922 -0.9854 3.4056  0.19
H41 -3.7094 -0.7912 4.3806  0.48

Calculated values
- HOMO-LUMO gap (eV) = 9.28
- highest occupied orbital energy (eV) = -12.522
- total charge = +1
- energy relative to the best compared isomer or geometry (same formula, charge and spin) (kJ/mol) = 2.9
- SMILES string = CCCCCCCCCCCNc1ncn(CCOC(=O)CC)[n+]1CCCO